Molecular formula: C20H51AlN3O5P2
Method: DFT, ωB97M-V/def2-TZVPD

Properties
2S+1: 1
F_max in eV/Å: 2.7
HOMO in eV: -5.20
Gap between HOMO and LUMO in eV: 7.360
Total charge: -1

The geometry in XYZ format:
```
82
C20H51AlN3O5P2, DFT ωB97M-V/def2-TZVPD
C -0.23 -3.76 -0.70
C -1.16 -3.41 -1.92
C -2.63 -3.68 -1.46
C -3.74 -3.29 -2.49
Al -5.48 -2.98 -1.43
C -7.10 -3.82 -2.31
C -8.28 -4.25 -1.38
C -8.47 -3.36 -0.11
C -9.62 -4.26 -2.22
O -5.20 -3.49 0.35
N -5.38 -4.78 0.56
O -5.16 -5.46 -0.40
P -5.94 -0.64 -1.36
P -4.26 0.43 -0.52
O -3.02 -0.41 -0.31
O -3.90 1.70 -1.55
O -4.66 1.08 0.98
H -0.70 -4.61 -0.17
H -0.23 -2.92 0.01
H 0.78 -4.07 -1.00
H -0.88 -3.97 -2.83
H -1.11 -2.33 -2.17
H -2.68 -4.74 -1.15
H -2.76 -3.08 -0.54
H -3.43 -2.39 -3.06
H -3.91 -4.15 -3.17
H -6.73 -4.75 -2.80
H -7.43 -3.17 -3.14
H -8.14 -5.29 -1.05
H -9.51 -3.53 0.24
H -7.80 -3.65 0.70
H -8.40 -2.30 -0.39
H -9.42 -3.90 -3.24
H -10.03 -5.29 -2.31
H -10.42 -3.67 -1.74
H -6.99 -0.52 -0.41
H -4.68 1.83 -2.09
H -5.60 1.21 1.01
C 5.08 -0.15 1.93
C 3.84 0.50 1.33
N 2.74 -0.43 1.16
C 1.67 0.10 0.31
C 0.91 1.33 0.81
C 2.30 -1.13 2.35
C 1.87 -0.29 3.56
H 5.39 -1.03 1.36
H 5.91 0.56 1.93
H 4.92 -0.46 2.97
H 4.13 0.88 0.35
H 3.56 1.37 1.94
H 0.96 -0.70 0.10
H 2.11 0.35 -0.66
H 0.22 1.07 1.62
H 0.31 1.72 -0.01
H 1.57 2.13 1.15
H 3.12 -1.79 2.68
H 1.49 -1.82 2.09
H 2.56 0.52 3.77
H 1.82 -0.93 4.45
H 0.87 0.13 3.42
C 7.81 5.75 2.04
C 6.40 5.48 1.54
N 6.25 5.67 0.11
C 4.86 5.72 -0.33
C 4.01 4.46 -0.14
C 7.14 4.89 -0.73
C 7.12 3.36 -0.57
H 8.16 6.74 1.73
H 7.83 5.71 3.13
H 8.52 5.00 1.67
H 5.74 6.19 2.05
H 6.09 4.48 1.86
H 4.82 6.01 -1.38
H 4.37 6.54 0.21
H 4.27 3.68 -0.86
H 2.96 4.70 -0.30
H 4.10 4.04 0.87
H 8.17 5.23 -0.54
H 6.96 5.14 -1.78
H 7.14 3.05 0.47
H 8.00 2.93 -1.05
H 6.25 2.92 -1.05
```

=====

Molecular formula: C20H51F2N8O13S2Tl
Method: DFT, ωB97M-V/def2-TZVPD

Properties
2S+1: 1
F_max in eV/Å: 9.0
HOMO in eV: -13.06
Gap between HOMO and LUMO in eV: 1.276
ΔE to the lowest compared entry with this formula, charge and spin in kJ/mol: 715.6
Total charge: +2

The geometry in XYZ format:
```
97
C20H51F2N8O13S2Tl, DFT ωB97M-V/def2-TZVPD
Tl 0.24 -6.12 0.10
N 0.16 -1.57 0.26
S 0.92 -0.56 -0.55
O 2.05 0.07 0.08
O 0.21 0.13 -1.62
F 1.72 -1.72 -1.33
S -1.01 -0.37 0.81
O -2.22 -0.38 -0.07
O -0.54 0.97 1.19
F -1.58 -1.03 2.17
C -4.53 3.05 4.96
C -5.61 2.45 4.13
C -6.42 1.40 4.90
O -6.41 3.46 3.67
H -4.03 2.25 5.51
H -4.92 3.79 5.66
H -3.82 3.55 4.31
H -5.18 2.09 3.20
H -5.91 0.54 5.34
H -7.27 0.99 4.36
H -6.89 1.83 5.78
H -6.63 4.04 4.40
C 1.54 5.11 4.86
C 1.49 6.18 3.75
C 0.86 7.53 4.07
O 2.92 6.51 3.77
H 2.18 4.34 4.42
H 0.57 4.70 5.13
H 2.05 5.44 5.76
H 1.12 5.72 2.83
H -0.19 7.59 4.35
H 1.00 8.22 3.24
H 1.38 7.92 4.94
H 3.31 6.57 2.90
O 1.75 -6.34 -5.20
C 2.05 -6.11 -6.38
N 2.79 -5.12 -6.88
C 1.49 -6.95 -7.57
H 2.87 -5.04 -7.88
H 3.36 -4.60 -6.23
H 0.90 -6.46 -8.34
H 0.79 -7.72 -7.23
H 2.29 -7.49 -8.07
O -2.39 -3.60 -3.92
C -3.22 -3.07 -4.67
N -3.94 -2.08 -4.29
C -3.41 -3.63 -6.07
H -3.83 -1.71 -3.36
H -4.47 -1.50 -4.93
H -4.46 -3.90 -6.17
H -2.94 -4.61 -6.10
H -3.11 -2.92 -6.85
O -3.71 5.90 -2.81
C -3.07 4.93 -2.38
N -3.41 3.68 -2.78
C -1.93 5.26 -1.37
H -2.65 3.01 -2.73
H -4.15 3.57 -3.46
H -1.19 4.49 -1.57
H -2.29 5.17 -0.35
H -1.51 6.26 -1.44
O 7.32 0.26 1.13
C 7.36 1.33 0.58
N 7.45 2.48 1.31
C 7.52 1.40 -0.99
H 7.48 2.33 2.31
H 7.42 3.37 0.83
H 8.00 2.35 -1.20
H 6.57 1.24 -1.51
H 8.08 0.56 -1.40
O -9.78 -0.91 0.04
C -9.27 0.15 -0.26
N -8.13 0.09 -0.90
C -9.81 1.58 -0.03
H -7.64 0.97 -0.86
H -7.71 -0.82 -1.06
H -10.73 1.80 -0.58
H -9.06 2.28 -0.40
H -9.78 1.82 1.03
O 5.31 -6.44 -0.75
C 6.33 -5.98 -1.15
N 6.60 -4.65 -1.07
C 7.36 -6.84 -1.66
H 7.57 -4.37 -1.17
H 5.88 -4.05 -0.69
H 8.41 -6.55 -1.54
H 7.32 -6.64 -2.73
H 7.27 -7.90 -1.45
O 3.39 -3.73 3.32
C 4.20 -3.01 3.77
N 5.50 -3.35 3.82
C 3.70 -1.76 4.36
H 5.91 -4.09 3.26
H 6.10 -2.56 4.01
H 4.45 -1.42 5.08
H 2.70 -2.01 4.70
H 3.55 -0.96 3.63
```

=====

Molecular formula: C20H51N2O8P2S
Method: DFT, ωB97M-V/def2-TZVPD

Properties
2S+1: 1
F_max in eV/Å: 7.0
HOMO in eV: -4.02
Gap between HOMO and LUMO in eV: 6.090
Total charge: -1

The geometry in XYZ format:
```
84
C20H51N2O8P2S, DFT ωB97M-V/def2-TZVPD
C 5.15 2.40 2.28
C 4.08 1.93 1.08
O 2.78 1.77 1.75
P 1.85 0.44 1.14
O 2.37 -0.22 -0.19
C 0.09 1.17 0.71
C -0.98 1.06 1.95
C -2.45 1.50 1.37
P -3.50 0.05 0.68
C -4.22 -1.54 -0.13
C -4.59 -0.10 2.22
C -5.43 1.17 2.74
C -7.07 1.01 2.78
C -7.63 -0.31 3.57
S -9.49 -0.08 3.91
O -9.78 0.98 5.01
O -10.03 -1.49 4.36
O -10.36 0.29 2.46
C -4.70 1.22 -0.27
N -6.12 0.72 -0.39
C -6.51 0.32 -1.80
O 1.59 -0.67 2.47
C 2.35 -1.94 2.25
C 3.99 -1.65 2.20
H 5.60 1.37 2.69
H 5.99 3.11 1.88
H 4.54 2.86 3.18
H 4.54 0.96 0.62
H 3.97 2.83 0.33
H -0.34 0.62 -0.23
H 0.23 2.32 0.46
H -0.96 0.05 2.54
H -0.67 1.90 2.73
H -2.21 2.19 0.42
H -2.97 2.19 2.14
H -2.63 0.13 -0.49
H -2.54 -0.85 1.34
H -3.62 -2.49 0.26
H -4.10 -1.55 -1.31
H -5.35 -1.74 0.09
H -3.86 -0.44 3.10
H -5.35 -1.02 2.13
H -5.13 1.33 3.89
H -5.18 2.22 2.25
H -7.60 1.06 1.74
H -7.46 1.96 3.39
H -7.02 -0.63 4.52
H -7.59 -1.22 2.80
H -11.33 0.49 2.69
H -4.29 1.32 -1.39
H -4.68 2.34 0.14
H -6.72 1.57 -0.19
H -7.21 -0.64 -1.68
H -5.62 -0.03 -2.48
H -7.20 1.14 -2.30
H 2.09 -2.64 3.19
H 1.95 -2.50 1.30
H 4.59 -2.47 2.83
H 4.29 -1.66 1.05
H 4.25 -0.56 2.59
C 6.66 1.05 -1.60
O 5.98 -0.20 -1.63
C 4.69 -0.11 -2.25
C 4.67 -0.95 -3.54
N 5.50 -0.34 -4.58
C 5.70 -1.20 -5.74
C 6.53 -2.48 -5.53
O 7.90 -2.24 -5.21
C 8.17 -2.08 -3.83
H 7.60 0.92 -1.06
H 6.90 1.38 -2.62
H 6.06 1.81 -1.09
H 4.39 0.93 -2.44
H 3.97 -0.53 -1.54
H 3.64 -1.03 -3.90
H 5.03 -1.95 -3.29
H 6.41 -0.11 -4.18
H 6.22 -0.59 -6.50
H 4.73 -1.46 -6.17
H 6.54 -3.02 -6.48
H 6.07 -3.16 -4.80
H 7.50 -2.69 -3.20
H 8.11 -1.03 -3.55
H 9.20 -2.41 -3.64
```

=====

Molecular formula: C20H52BO16S5
Method: DFT, ωB97M-V/def2-TZVPD

Properties
2S+1: 1
F_max in eV/Å: 1.5
HOMO in eV: -2.01
Gap between HOMO and LUMO in eV: 3.508
Total charge: -1

The geometry in XYZ format:
```
94
C20H52BO16S5, DFT ωB97M-V/def2-TZVPD
C -0.18 5.44 -0.52
C 0.27 4.15 -1.22
C -0.45 3.85 -2.52
B -1.88 3.58 -2.69
O -2.61 3.88 -3.93
C -2.82 2.82 -1.61
C -4.28 3.29 -1.58
H 0.03 6.30 -1.16
H 0.34 5.61 0.44
H -1.26 5.41 -0.33
H 0.18 3.31 -0.51
H 1.35 4.24 -1.40
H -0.07 4.51 -3.32
H -2.61 4.83 -4.05
H -2.38 2.96 -0.62
H -2.82 1.74 -1.79
H -4.87 2.84 -0.77
H -4.78 3.08 -2.53
H -4.34 4.38 -1.45
O 2.63 1.73 -1.25
S 3.31 0.50 -1.48
O 4.63 0.32 -0.95
O 3.31 0.20 -3.04
C 3.62 1.32 -3.91
C 5.10 1.64 -3.94
C 2.27 -0.82 -0.97
H 3.02 2.17 -3.60
H 3.27 0.99 -4.89
H 5.44 2.03 -2.98
H 5.27 2.40 -4.71
H 5.68 0.75 -4.18
H 1.29 -0.66 -1.41
H 2.22 -0.76 0.11
H 2.70 -1.77 -1.29
O 1.01 -1.33 2.13
S -0.05 -0.85 2.97
O 0.03 0.50 3.42
O -0.22 -1.84 4.19
C 0.98 -2.19 4.93
C 1.44 -1.08 5.85
C -1.61 -1.10 2.21
H 1.76 -2.47 4.22
H 0.70 -3.08 5.48
H 1.80 -0.22 5.30
H 2.26 -1.46 6.47
H 0.63 -0.76 6.50
H -1.68 -2.12 1.87
H -1.65 -0.39 1.38
H -2.38 -0.85 2.94
O 1.94 -1.28 -6.26
S 2.77 -1.66 -7.36
O 3.96 -0.92 -7.62
O 1.88 -1.73 -8.67
C 1.04 -0.57 -8.94
C 1.82 0.60 -9.50
C 3.17 -3.37 -7.26
H 0.51 -0.31 -8.02
H 0.32 -0.95 -9.66
H 2.50 1.02 -8.75
H 1.12 1.38 -9.80
H 2.41 0.30 -10.36
H 2.26 -3.93 -7.09
H 3.85 -3.47 -6.41
H 3.66 -3.67 -8.18
O -0.55 -6.18 7.36
S 0.06 -6.75 6.20
O 0.38 -5.90 5.10
O -0.82 -7.97 5.70
C -2.24 -7.71 5.50
C -2.53 -6.95 4.23
C 1.49 -7.67 6.66
H -2.62 -7.19 6.38
H -2.68 -8.70 5.48
H -2.14 -5.93 4.27
H -3.61 -6.91 4.08
H -2.07 -7.45 3.37
H 1.23 -8.33 7.48
H 2.23 -6.94 6.96
H 1.83 -8.23 5.79
O -2.63 2.11 2.75
S -2.22 3.20 3.58
O -2.58 3.17 4.97
O -2.73 4.56 2.93
C -4.11 4.61 2.50
C -5.07 4.80 3.66
C -0.50 3.53 3.41
H -4.33 3.70 1.93
H -4.14 5.45 1.82
H -5.09 3.92 4.31
H -6.07 4.96 3.26
H -4.78 5.66 4.26
H -0.27 3.57 2.35
H 0.01 2.70 3.88
H -0.29 4.47 3.90
```

=====

Molecular formula: C20H52GdNO2P2Si4
Method: DFT, ωB97M-V/def2-TZVPD

Properties
2S+1: 8
F_max in eV/Å: 2.1
<S²>: 16.110
HOMO (spin up / spin down) in eV: -4.62 / -5.57
Gap between HOMO and LUMO (spin up / spin down) in eV: 4.584 / 3.550
Total charge: 0

The geometry in XYZ format:
```
82
C20H52GdNO2P2Si4, DFT ωB97M-V/def2-TZVPD
C 4.14 0.46 0.43
C 2.78 0.07 0.57
N 1.90 0.29 -0.48
C 2.39 0.69 -1.68
C 3.73 1.01 -1.86
C 4.61 0.94 -0.78
C 2.36 -0.55 1.78
P 0.80 -1.37 2.07
Gd -0.42 0.00 -0.01
P -0.33 1.12 -2.53
C 1.46 0.73 -2.89
O 2.67 2.36 4.67
O -2.03 2.59 4.72
H 4.78 0.35 1.30
H 4.07 1.29 -2.86
H 5.65 1.24 -0.89
C 1.23 -3.15 1.82
C 0.63 -1.28 3.90
H 1.82 1.48 -3.61
H 1.47 -0.26 -3.39
H 2.94 2.74 5.51
H 3.08 -0.49 2.61
C -1.11 0.58 -4.09
C -0.30 2.94 -2.74
H -1.27 1.80 -0.18
H -1.07 2.65 4.82
H -2.32 3.50 4.63
H 2.85 3.08 4.04
H -0.32 -1.71 -0.77
H -1.23 1.83 0.60
H 1.84 -3.51 2.67
H 0.32 -3.76 1.73
H 1.82 -3.24 0.90
H 1.34 -1.98 4.37
H 0.84 -0.25 4.23
H -0.39 -1.56 4.19
H -0.12 3.18 -3.80
H -1.26 3.37 -2.42
H 0.50 3.37 -2.13
H -0.77 1.23 -4.92
H -0.82 -0.45 -4.31
H -2.20 0.64 -4.01
C -2.76 -3.16 2.29
Si -3.67 -1.52 2.13
C -5.52 -1.81 2.38
C -3.08 -0.32 3.46
Si -3.21 -0.66 0.02
Si -3.78 -2.36 -1.47
C -5.31 -3.30 -0.88
C -4.16 -1.63 -3.16
C -2.34 -3.56 -1.61
Si -4.51 1.23 -0.29
C -6.32 0.78 -0.05
C -4.00 2.55 0.95
C -4.29 1.90 -2.04
H -3.12 -3.64 3.21
H -1.68 -3.04 2.37
H -2.97 -3.84 1.45
H -5.63 -2.31 3.35
H -6.08 -0.87 2.41
H -5.96 -2.46 1.61
H -1.99 -0.26 3.53
H -3.44 0.70 3.33
H -3.47 -0.68 4.42
H -6.19 -2.65 -0.79
H -5.52 -4.06 -1.65
H -5.15 -3.82 0.07
H -3.27 -1.20 -3.64
H -4.52 -2.46 -3.79
H -4.94 -0.87 -3.13
H -1.61 -3.20 -2.34
H -1.83 -3.73 -0.66
H -2.73 -4.53 -1.97
H -6.59 0.73 1.01
H -6.92 1.58 -0.52
H -6.59 -0.17 -0.53
H -3.01 2.98 0.73
H -4.75 3.36 0.88
H -3.99 2.20 1.99
H -3.26 2.22 -2.24
H -4.58 1.18 -2.82
H -4.94 2.78 -2.14
```